2 unconnected molecules or ions with the total composition C4H13N3OS at a distorted geometry. Source: the Open Molecules 2025 dataset; level of theory: the ωB97M-V functional and the def2-TZVPD basis.

CARTESIAN COORDINATES (ANGSTROEM)
C 0.261 -0.096 -1.938
C -0.447 -1.835 -0.214
C -2.114 -0.116 -1.080
C -0.664 -0.436 -0.647
N 2.235 -0.089 3.017
N -0.472 1.908 0.079
N 2.304 2.259 1.698
O -0.421 0.456 0.345
S 2.308 0.807 1.557
H 1.280 0.108 -1.515
H 0.223 -0.979 -2.584
H -0.047 0.755 -2.521
H -0.803 -1.922 0.907
H 0.575 -2.114 -0.179
H -1.026 -2.541 -0.837
H -2.002 0.973 -1.270
H -2.176 -0.646 -2.094
H -2.934 -0.358 -0.485
H 2.182 0.281 3.995
H 2.293 -1.072 3.120
H 0.473 2.206 -0.078
H -1.026 2.450 0.727

Forces on atoms 1 to 3 (eV/Å):
0.105 -1.026 1.980
-1.507 -0.621 2.971
2.388 -0.171 -3.879

- ΔE to the lowest compared entry with this formula, charge and spin: 207.6 kJ/mol
- HOMO-LUMO gap: 9.235 eV

***

A molecular structure, C3H4Br2O at a distorted geometry. Source: the Open Molecules 2025 dataset; level of theory: the ωB97M-V functional and the def2-TZVPD basis.

CARTESIAN COORDINATES (ANGSTROEM)
C 0.910 0.179 -0.212
C -0.335 -0.577 -0.390
C -2.087 -0.004 0.478
O 0.595 -1.055 0.452
Br -3.348 -1.258 -0.094
Br -2.367 1.729 -0.014
H 1.686 0.177 -0.990
H 0.984 1.128 0.450
H -0.740 -1.184 -1.182
H -1.969 -0.265 1.567

Forces on atoms 1 to 3 (eV/Å):
-0.126 1.870 0.397
-3.640 1.649 1.670
4.371 -2.746 0.384

- ΔE to the lowest compared entry with this formula, charge and spin: 237.2 kJ/mol
- HOMO-LUMO gap: 9.792 eV

***

A molecular structure, C9H14CoN7S at a distorted geometry. Source: the Open Molecules 2025 dataset; level of theory: the ωB97M-V functional and the def2-TZVPD basis.

CARTESIAN COORDINATES (ANGSTROEM)
Co 11.000 -6.507 -6.362
C 15.645 -6.731 -8.664
C 14.503 -7.651 -8.724
N 14.502 -8.768 -9.416
N 13.222 -9.263 -9.250
C 12.437 -8.547 -8.409
S 10.801 -8.787 -7.937
N 13.258 -7.444 -8.092
N 12.894 -6.318 -7.237
H 16.542 -7.237 -9.062
H 15.716 -6.272 -7.703
H 15.528 -5.797 -9.229
H 13.021 -10.171 -9.649
H 12.980 -5.469 -7.773
H 13.531 -6.234 -6.458
N 12.081 -3.841 -5.095
C 11.714 -4.888 -5.548
C 6.405 -8.358 -5.473
C 7.454 -7.342 -5.184
C 7.536 -6.165 -4.371
C 8.789 -5.527 -4.600
N 9.381 -6.247 -5.701
N 8.651 -7.412 -5.824
C 9.219 -4.290 -3.983
H 5.416 -7.869 -5.562
H 6.274 -8.969 -4.587
H 6.679 -9.002 -6.361
H 6.774 -5.723 -3.798
H 8.993 -8.134 -6.482
H 10.179 -4.325 -3.487
H 8.401 -3.886 -3.263
H 9.410 -3.473 -4.676

Forces on atoms 1 to 3 (eV/Å):
2.879 -0.358 -1.458
0.291 0.661 -0.781
-0.732 -0.788 -0.667

- ΔE to the lowest compared entry with this formula, charge and spin: 208.6 kJ/mol
- Charge: +1
- Expectation value of S²: 3.762
- Multiplicity: 4
- HOMO-LUMO gap (alpha / beta): 9.330 / 8.717 eV

***

A molecular structure, C7H26OP2Pb at a distorted geometry. Source: the Open Molecules 2025 dataset; level of theory: the ωB97M-V functional and the def2-TZVPD basis.

CARTESIAN COORDINATES (ANGSTROEM)
Pb 0.408 0.038 -0.663
H -3.200 -0.413 -0.587
H -3.180 0.339 -0.579
P 0.294 -2.592 -0.381
P 0.305 2.667 -0.329
C 0.528 3.459 1.295
H 0.708 4.542 1.193
H -0.380 3.293 1.899
H 1.385 2.998 1.815
C 1.743 3.121 -1.366
H 1.628 2.675 -2.375
H 1.843 4.213 -1.467
H 2.671 2.718 -0.916
C -1.165 3.356 -1.124
H -2.041 3.176 -0.471
H -1.072 4.437 -1.305
H -1.342 2.846 -2.092
C 1.831 -3.027 -1.278
H 1.903 -4.118 -1.411
H 1.833 -2.535 -2.270
H 2.707 -2.670 -0.704
C 0.338 -3.462 1.215
H -0.625 -3.316 1.735
H 0.515 -4.541 1.059
H 1.146 -3.044 1.839
C -1.073 -3.239 -1.375
H -1.136 -2.687 -2.333
H -0.938 -4.313 -1.584
H -2.020 -3.093 -0.820
H 0.275 0.019 -2.480
H 1.946 0.038 0.349
C -0.726 -0.010 2.830
O -1.424 -0.069 1.587
H -1.478 -0.012 3.631
H -0.163 0.929 2.889
H -0.055 -0.878 2.965
H -1.989 -0.845 1.605

Forces on atoms 1 to 3 (eV/Å):
-2.268 0.135 0.934
-0.075 0.416 -0.065
-0.037 -0.442 0.012

- ΔE to the lowest compared entry with this formula, charge and spin: 0.0 kJ/mol
- HOMO-LUMO gap: 5.010 eV

***

2 unconnected molecules or ions with the total composition C3H7OP at a distorted geometry. Source: the Open Molecules 2025 dataset; level of theory: the ωB97M-V functional and the def2-TZVPD basis.

CARTESIAN COORDINATES (ANGSTROEM)
C -0.545 -0.722 2.590
C -1.566 -0.530 2.026
H 0.301 -1.169 3.166
H -2.490 -0.228 1.458
C 0.741 -0.363 -1.794
P -0.420 0.899 -1.073
O 0.472 1.271 0.274
H 1.585 -0.492 -1.087
H 0.276 -1.417 -2.170
H 1.238 0.186 -2.664
H 0.234 1.817 -1.739
H 0.173 0.749 1.012

Forces on atoms 1 to 3 (eV/Å):
2.760 -1.767 2.034
-3.269 1.284 -2.067
-1.178 1.015 -0.942

- ΔE to the lowest compared entry with this formula, charge and spin: 240.6 kJ/mol
- HOMO-LUMO gap: 10.063 eV
- SMILES: C#C.CPO

***

A single C4H7N3 molecule at a distorted geometry. Source: the Open Molecules 2025 dataset; level of theory: the ωB97M-V functional and the def2-TZVPD basis.

CARTESIAN COORDINATES (ANGSTROEM)
C 0.107 -0.353 -2.009
C 0.329 0.698 -0.916
C 0.281 0.155 0.483
C -0.795 0.206 1.454
N -0.655 -0.363 2.593
N 1.631 -1.110 1.955
N 1.257 -0.539 1.039
H 0.146 0.102 -3.005
H 0.877 -1.131 -1.963
H -0.866 -0.841 -1.891
H 1.283 1.212 -1.087
H -0.444 1.474 -0.990
H -1.689 0.754 1.138
H -1.462 -0.263 3.199

Forces on atoms 1 to 3 (eV/Å):
-0.001 -0.049 -0.038
0.010 0.051 0.017
-0.114 0.030 0.030

- ΔE to the lowest compared entry with this formula, charge and spin: 201.7 kJ/mol
- HOMO-LUMO gap: 8.778 eV

***

Question: Look up the ΔE to the lowest compared entry with this formula, charge and spin of the fourth one.
Answer: 0.0 kJ/mol

***

Question: Which formula does entry 5 have?
Answer: C3H7OP